No. 1
One molecule with the formula C23H32ClN3O. Source: OMol25; level of theory: wB97M-V/def2-TZVPD.

```
60
Properties=species:S:1:pos:R:3
O 1.68300 3.17734 -0.62364
C 0.72558 2.27319 -0.12925
C 0.46062 1.06854 -1.05851
C -0.07525 1.64245 -2.39315
C -0.32344 0.62114 -3.46161
C -1.56250 0.00139 -3.58488
C -1.78139 -0.95812 -4.55735
C -0.77030 -1.31695 -5.43162
C 0.45840 -0.68809 -5.32056
Cl 1.73368 -1.10685 -6.41519
C 0.68648 0.27331 -4.35164
C 1.73546 0.24652 -1.28796
C 2.18752 -0.44483 -0.00517
C 1.04633 -1.27825 0.56293
N -0.10723 -0.43618 0.82727
C -1.17715 -1.18735 1.47890
C -0.76777 -1.77153 2.79089
C -0.52743 -3.13745 3.03204
N -0.19097 -3.35695 4.28558
N -0.20538 -2.15921 4.86500
C -0.54708 -1.16142 4.01712
C -0.61764 0.25488 4.48082
C -2.05363 0.79020 4.41708
C -2.10752 2.23905 4.89003
C -1.19138 3.10930 4.03558
C 0.24215 2.59370 4.10455
C 0.31266 1.14101 3.64616
C -0.58932 0.16012 -0.40713
H 2.53794 2.73432 -0.64689
H 1.00939 1.91114 0.86402
H -0.19331 2.85645 -0.02841
H -1.00619 2.17193 -2.17973
H 0.65379 2.37482 -2.74536
H -2.36598 0.27994 -2.91903
H -2.74838 -1.43137 -4.63988
H -0.93257 -2.06419 -6.19194
H 1.64959 0.75682 -4.29595
H 2.53344 0.87792 -1.68631
H 1.52187 -0.52005 -2.03642
H 2.50043 0.28653 0.74107
H 3.03846 -1.09525 -0.21587
H 1.35331 -1.74040 1.50350
H 0.79133 -2.08511 -0.14967
H -2.01543 -0.49878 1.62206
H -1.52640 -2.01211 0.83038
H -0.59412 -3.95074 2.33660
H 0.02129 -2.07302 5.84346
H -0.28859 0.28665 5.52795
H -2.70543 0.16676 5.03372
H -2.41208 0.73537 3.38875
H -3.13428 2.60651 4.83302
H -1.79112 2.29479 5.93458
H -1.23261 4.14448 4.38024
H -1.53292 3.08635 2.99843
H 0.88809 3.20906 3.47509
H 0.60471 2.67226 5.13293
H 1.33719 0.77120 3.73437
H 0.01760 1.05894 2.60009
H -1.48094 0.75005 -0.17260
H -0.87785 -0.62358 -1.13122
```

As for the frontier orbital gap: 9.4 eV. The net charge is 0. The value obtained for the HOMO energy is -8.7 eV. Its SMILES is OC[C@@]1(Cc2cccc(Cl)c2)CCCN(Cc2cn[nH]c2C2CCCCC2)C1. The value obtained for the lowest unoccupied orbital energy is 0.7 eV. The energy comes out at -1595.3391 a.u.



No. 2
C23H32CsN4O9S as an isolated structure. Source: OMol25; level of theory: wB97M-V/def2-TZVPD.

```
70
Properties=species:S:1:pos:R:3
Cs -1.84844 -1.10998 -0.65647
C 2.48001 3.23291 0.14167
N 1.88745 2.35175 -0.84374
C 2.59700 2.17953 -2.09661
C 0.57532 1.96078 -0.80162
O 0.01985 1.45702 -1.75428
C -0.12998 2.13377 0.53943
O -1.48930 1.84836 0.38069
C -2.10540 1.56436 1.61456
C -3.55945 1.16296 1.35808
O -4.03393 1.21445 0.23547
N -4.25804 0.74152 2.44253
C -3.68580 0.57064 3.76891
C -5.54041 0.10003 2.23566
H 3.56481 3.13636 0.08219
H 2.18475 2.95837 1.15202
H 2.22534 4.28553 -0.02973
H 3.65324 2.01236 -1.88238
H 2.49939 3.05615 -2.74595
H 2.19346 1.31541 -2.61563
H 0.00515 3.15303 0.92550
H 0.34505 1.43888 1.25034
H -2.07015 2.43606 2.28353
H -1.60258 0.72316 2.10730
H -2.85523 1.25165 3.93006
H -3.31920 -0.44709 3.90728
H -4.45650 0.80361 4.50714
H -5.85731 0.25958 1.21023
H -6.28105 0.52021 2.92040
H -5.45420 -0.97377 2.42408
C 5.61810 1.53753 4.66376
C 4.80134 0.68611 3.72887
C 4.33770 -0.56477 4.12591
C 3.57092 -1.34321 3.27453
C 3.26199 -0.86127 2.01200
C 3.71308 0.37931 1.59055
C 4.48215 1.14442 2.45381
S 2.27536 -1.84764 0.92610
O 2.30174 -1.23696 -0.37118
O 2.68800 -3.21644 1.08534
N 0.76428 -1.56419 1.56730
C 0.19324 -2.53355 2.17239
C -1.09994 -2.30239 2.93729
O -1.03701 -2.85257 4.04853
O -1.97082 -1.59058 2.40747
H 6.00316 0.95039 5.49642
H 5.01283 2.34693 5.07766
H 6.46280 1.99154 4.14440
H 4.58112 -0.93430 5.11492
H 3.21205 -2.31686 3.58094
H 3.45944 0.71349 0.59302
H 4.84729 2.11423 2.13278
H 0.65928 -3.51820 2.23630
H -1.61621 -4.34217 -0.84487
O -1.62121 -3.99289 -1.73726
O -3.01619 -3.50275 -1.83167
C -2.02271 -1.89205 -8.11794
C -1.98325 -1.47932 -6.67124
C -2.36497 -2.33944 -5.65572
C -2.32003 -1.92004 -4.32775
N -1.91494 -0.69400 -3.98519
C -1.54176 0.13307 -4.95972
C -1.55937 -0.20555 -6.30122
H -2.28690 -2.94424 -8.21750
H -1.05373 -1.73451 -8.59510
H -2.75893 -1.30285 -8.66871
H -2.69664 -3.34659 -5.87908
H -2.61916 -2.58401 -3.50450
H -1.20478 1.11582 -4.64378
H -1.24120 0.51290 -7.04852
```

As for the frontier orbital gap: 5.4 eV. The net charge is -1. The value obtained for the HOMO energy is -3.5 eV. The value obtained for the lowest unoccupied orbital energy is 1.9 eV. The energy comes out at -2210.1307 a.u. Its energy relative to the best compared isomer or geometry (same formula, charge and spin) is 0.0 kcal/mol.



No. 3
C23H32I2N6O2Ru as an isolated structure at a distorted geometry. Source: OMol25; level of theory: wB97M-V/def2-TZVPD.

```
66
Properties=species:S:1:pos:R:3
Ru 0.19037 0.12411 0.50013
C -1.15467 -2.76060 -3.09917
C -0.49850 -2.73587 -1.70920
C 0.99168 -2.59201 -1.84312
C 1.76028 -3.69135 -2.18365
C 3.11751 -3.56058 -2.44589
C 3.72418 -2.31379 -2.37475
C 3.00399 -1.17748 -2.04214
C 3.72296 0.14506 -2.00457
C 4.09852 0.62001 -3.41800
C 1.62275 -1.33361 -1.76603
N 0.86436 -0.20946 -1.41109
C 0.71885 0.81042 -2.22226
C 0.33387 2.02821 -1.64455
C 0.27658 3.36410 -2.13110
C 0.18094 4.16135 -1.02092
C 0.16828 3.30051 0.11577
N 0.22444 2.02184 -0.25318
H -2.21993 -2.97297 -3.02101
H -0.70269 -3.53135 -3.72169
H -1.02911 -1.79932 -3.60208
H -0.72024 -3.66315 -1.18147
H -0.91523 -1.91256 -1.12447
H 1.28142 -4.65998 -2.25306
H 3.70347 -4.43202 -2.70659
H 4.78412 -2.21586 -2.57337
H 4.64174 0.02304 -1.42722
H 3.12829 0.91337 -1.51097
H 4.79461 -0.07091 -3.88987
H 4.57671 1.59793 -3.37279
H 3.21559 0.69208 -4.05606
H 0.97000 0.72428 -3.27497
H 0.32953 3.67443 -3.16270
H 0.13079 5.23800 -0.99176
H 0.17315 3.60066 1.15344
I 2.67052 1.03926 1.90878
C 3.51981 -0.66695 2.91447
I 3.91296 -2.30707 1.62379
H 2.81838 -0.95487 3.68585
H 4.46603 -0.32283 3.31483
C -2.54043 -0.53213 2.04956
N -1.77808 0.68143 1.56652
C -2.69609 1.43501 0.63969
N -3.92689 1.79033 1.28619
C -4.62174 0.58173 1.73911
N -3.77296 -0.14895 2.67872
C -3.49179 0.70433 3.83744
N -2.79250 1.91317 3.39451
C -1.54704 1.55635 2.77202
C -3.64196 2.63779 2.44892
H -1.92869 -1.05698 2.77677
H -2.74438 -1.18238 1.19624
H -2.90636 0.81473 -0.23622
H -2.19609 2.34930 0.32152
H -4.86003 -0.05084 0.88232
H -5.54862 0.86180 2.23633
H -2.87267 0.16137 4.55293
H -4.42836 0.97766 4.32014
H -0.91564 1.01807 3.47699
H -1.04035 2.46691 2.45025
H -3.14210 3.55221 2.12099
H -4.57595 2.91156 2.93623
O 0.36373 -0.89984 2.90146
C 0.28084 -1.93183 2.22662
O 0.13949 -1.88252 0.95234
H 0.30833 -2.92237 2.69509
```

Its multiplicity is 5. As for the frontier orbital gap (spin up / spin down): 7.2 / 4.2 eV. The net charge is +2. The value obtained for the HOMO energy (spin up / spin down) is -14.2 / -14.1 eV. The value obtained for the lowest unoccupied orbital energy (spin up / spin down) is -7.0 / -9.9 eV. The energy comes out at -2064.2893 a.u. The expectation value of S² is 6.07. Its energy relative to the best compared isomer or geometry (same formula, charge and spin) is 0.0 kcal/mol.



Question: Which formula does entry 2 have?
Answer: C23H32CsN4O9S